Formula: C28H34O2Si
Source: OMol25
Level of theory: ωB97M-V with the def2-TZVPD basis set

The geometry in ORCA input format:
```
! RIJCOSX wB97M-V def2-TZVPD def2/J DEFGRID3
* xyz 0 1
O 1.0804 0.1410 3.4586
C 1.7893 -0.7782 3.8813
O 1.1741 -2.0482 4.1201
C 3.3554 -0.5682 4.1531
C 3.5520 -0.2749 5.7118
C 4.7950 0.6852 6.0510
Si 4.3466 2.4934 5.5415
H 0.8357 -2.0004 5.0400
H 3.9654 -1.4927 3.8621
H 3.6960 0.2665 3.4668
H 2.6380 0.1784 6.2116
H 3.7723 -1.2887 6.2046
H 5.7723 0.3162 5.5891
H 4.9486 0.6085 7.1864
H 5.4915 3.4038 5.5296
H 3.2346 2.9204 6.3898
H 3.8327 2.3859 4.1542
C -0.4249 -0.4367 0.6504
C -1.1476 -1.5303 0.1845
C -1.5046 -1.6087 -1.1579
C -1.1426 -0.5909 -2.0346
C -0.4277 0.5075 -1.5673
C -0.0675 0.5841 -0.2258
H -0.1408 -0.3786 1.6955
H -1.4324 -2.3228 0.8684
H -2.0655 -2.4634 -1.5212
H -1.4189 -0.6537 -3.0817
H -0.1503 1.3042 -2.2497
H 0.4919 1.4393 0.1382
C 3.8706 4.5839 -0.5526
C 5.2379 4.5030 -0.3104
C 5.7531 3.4412 0.4256
C 4.8997 2.4618 0.9233
C 3.5310 2.5473 0.6890
C 3.0165 3.6072 -0.0500
H 3.4700 5.4084 -1.1320
H 5.9030 5.2681 -0.6964
H 6.8197 3.3767 0.6115
H 5.3013 1.6321 1.4952
H 2.8644 1.7865 1.0824
H 1.9497 3.6728 -0.2347
C -5.3427 -1.4340 -1.2762
C -6.4221 -2.2867 -1.0693
C -6.9342 -2.4633 0.2119
C -6.3638 -1.7900 1.2876
C -5.2784 -0.9443 1.0817
C -4.7688 -0.7649 -0.1998
H -4.9476 -1.2912 -2.2764
H -6.8654 -2.8137 -1.9076
H -7.7780 -3.1256 0.3726
H -6.7643 -1.9255 2.2862
H -4.8296 -0.4238 1.9211
H -3.9241 -0.1040 -0.3605
C -2.8376 -2.1781 -5.3930
C -3.9046 -2.0278 -6.2726
C -3.6712 -1.6644 -7.5947
C -2.3702 -1.4468 -8.0369
C -1.3036 -1.5881 -7.1554
C -1.5362 -1.9551 -5.8341
H -3.0195 -2.4680 -4.3636
H -4.9193 -2.1950 -5.9275
H -4.5032 -1.5506 -8.2810
H -2.1879 -1.1660 -9.0683
H -0.2896 -1.4128 -7.4986
H -0.7041 -2.0674 -5.1473
*
```

Computed properties:
SMILES string = O=C(O)CCC[SiH3].c1ccccc1.c1ccccc1.c1ccccc1.c1ccccc1
HOMO-LUMO gap = 9.52 eV
Calculated total energy = -41558.6740 eV
Highest occupied orbital energy = -0.3298 hartree
Max |F| = 3.47 eV/A